(1)
{
  "formula": "C4H8N2S",
  "method": "ωB97M-V/def2-TZVPD",
  "e_tot_ha": -664.84702,
  "e_above_lowest_ev": 2.3333,
  "total_charge": 0,
  "smiles": "[H]/N=C(/CS)N1CC1",
  "symbols": ["C", "C", "C", "C", "H", "H", "H", "H", "H", "H", "H", "H", "N", "N", "S"],
  "positions_angstrom": [[-1.1926, 0.6943, 0.6420], [0.2843, 0.8845, 0.2160], [2.3967, -0.4706, -0.2305], [1.3141, -1.4634, 0.0072], [-1.9225, -1.6209, 0.4819], [-1.2803, 0.5413, 1.7022], [-1.7088, 1.6022, 0.3520], [1.5052, 2.1508, -0.6733], [2.4849, -0.1438, -1.2772], [3.3846, -0.5744, 0.2292], [1.3279, -2.1878, 0.8226], [0.6254, -1.7040, -0.8417], [0.5050, 1.9535, -0.4385], [1.2545, -0.0824, 0.5273], [-2.0967, -0.5644, -0.3266]],
  "mulliken_charge": [-0.636, 0.569, -0.483, -0.376, 0.121, 0.366, 0.278, 0.256, 0.292, 0.228, 0.231, 0.238, -0.645, -0.205, -0.234]
}


(2)
{
  "formula": "CH2N2O2Si",
  "method": "ωB97M-V/def2-TZVPD",
  "e_tot_ha": -588.62309,
  "e_above_lowest_ev": 2.1120,
  "total_charge": 0,
  "symbols": ["C", "N", "N", "O", "O", "Si", "H", "H"],
  "positions_angstrom": [[-1.5909, -0.3725, -1.0916], [-2.6998, -0.1084, -1.2305], [1.8988, 2.4898, 1.9123], [0.9531, 0.3623, 0.2852], [1.0432, 1.7890, 1.9845], [0.2405, -0.8604, -0.4168], [0.7262, -1.3351, -1.8251], [-0.5710, -1.9647, 0.3820]],
  "mulliken_charge": [0.070, -0.409, 0.413, -0.338, 0.131, 0.234, -0.043, -0.060]
}


(3)
{
  "formula": "C21H46NOP3SW",
  "method": "ωB97M-V/def2-TZVPD",
  "s2": 2.010,
  "spin_multiplicity": 3,
  "e_tot_ha": -2445.43919,
  "total_charge": 4,
  "symbols": ["W", "P", "P", "P", "H", "C", "C", "H", "C", "C", "C", "C", "C", "C", "C", "C", "C", "H", "H", "H", "H", "H", "H", "H", "H", "H", "H", "H", "H", "H", "H", "H", "H", "H", "H", "H", "H", "H", "H", "H", "H", "H", "H", "H", "H", "H", "C", "C", "C", "C", "C", "C", "S", "H", "H", "H", "H", "H", "H", "C", "N", "C", "C", "C", "O", "H", "H", "H", "H", "H", "H", "H", "H", "H"],
  "positions_angstrom": [[-0.4186, -0.8019, 0.4274], [-0.7955, 0.1623, 2.4852], [1.8355, -0.3307, 0.2948], [-0.3074, -3.1154, 0.3132], [-5.9163, -0.3884, -6.5172], [-6.2705, -1.1760, -5.8317], [-7.0533, -0.8825, -4.7838], [-7.3475, 0.1594, -4.5858], [-1.0843, 1.9475, 2.2964], [0.4972, 0.0096, 3.7522], [-2.2779, -0.5321, 3.2563], [2.6610, -0.5491, -1.3267], [2.3864, 1.3303, 0.8150], [2.8353, -1.4072, 1.4056], [-1.8989, -3.8317, -0.1345], [0.1370, -3.8990, 1.8993], [0.9178, -3.8001, -0.8520], [-5.9572, -2.2034, -6.0669], [-7.4222, -1.6544, -4.0992], [-1.7721, 2.1661, 1.4707], [-0.1517, 2.4831, 2.0880], [-1.5183, 2.3063, 3.2371], [1.4246, 0.5256, 3.4807], [0.7238, -1.0468, 3.9495], [0.0899, 0.4641, 4.6642], [-3.1673, -0.3037, 2.6546], [-2.3849, -0.0785, 4.2508], [-2.2026, -1.6206, 3.3639], [3.7514, -0.4362, -1.2173], [2.2851, 0.2225, -2.0164], [2.4412, -1.5401, -1.7514], [3.4847, 1.3930, 0.7303], [2.0990, 1.5406, 1.8558], [1.9190, 2.1001, 0.1718], [3.8802, -1.0702, 1.3703], [2.8068, -2.4606, 1.1023], [2.4890, -1.3403, 2.4450], [-1.7764, -4.9163, -0.2585], [-2.2532, -3.3923, -1.0718], [-2.6436, -3.6364, 0.6482], [0.2742, -4.9768, 1.7275], [-0.6669, -3.7554, 2.6278], [1.0628, -3.4961, 2.3226], [0.7717, -4.8888, -0.8830], [1.9519, -3.5879, -0.5490], [0.7524, -3.3869, -1.8539], [-2.3145, -0.0961, -2.2976], [-1.5333, -0.8100, -3.2128], [-2.1208, -1.2329, -4.4068], [-3.4462, -0.8951, -4.7008], [-4.1960, -0.1619, -3.7759], [-3.6642, 0.2114, -2.5524], [-1.6931, 0.6566, -0.8289], [0.1346, 0.3053, -0.7712], [-0.4844, -0.9726, -2.9908], [-1.5450, -1.8051, -5.1270], [-3.9121, -1.1813, -5.6366], [-5.2268, 0.1025, -3.9828], [-4.2254, 0.7859, -1.8068], [0.0768, 6.1875, -2.7488], [0.4074, 5.2920, -1.6562], [0.9345, 5.9105, -0.4602], [0.2102, 3.9503, -1.6648], [-0.3826, 3.3505, -2.9180], [0.4894, 3.2688, -0.6590], [0.9695, 6.7136, -3.0965], [-0.6668, 6.9265, -2.4412], [-0.3313, 5.5997, -3.5733], [0.1710, 6.4994, 0.0551], [1.2813, 5.1329, 0.2095], [1.7676, 6.5748, -0.7067], [-0.3634, 2.2654, -2.7860], [-1.4250, 3.6854, -3.0309], [0.2090, 3.6260, -3.8042]],
  "mulliken_charge": [1.095, 0.927, 0.484, 0.656, 0.420, -0.327, -0.168, 0.373, -1.315, -1.346, -1.166, -1.248, -0.662, -1.325, -1.123, -1.180, -1.315, 0.373, 0.303, 0.400, 0.341, 0.517, 0.358, 0.436, 0.532, 0.383, 0.504, 0.380, 0.517, 0.389, 0.312, 0.539, 0.323, -0.017, 0.519, 0.370, 0.268, 0.488, 0.333, 0.427, 0.498, 0.416, 0.344, 0.552, 0.376, 0.363, 0.839, -0.431, -1.161, -0.181, -0.045, -1.324, -0.214, -0.114, 0.587, 0.460, 0.419, 0.450, 0.471, -0.976, 0.067, -0.944, 0.959, -1.158, -0.699, 0.342, 0.344, 0.339, 0.346, 0.174, 0.348, -0.135, 0.398, 0.511]
}


(4)
{
  "formula": "C2H18N4O7",
  "method": "ωB97M-V/def2-TZVPD",
  "e_tot_ha": -832.78728,
  "e_above_lowest_ev": 0.6503,
  "total_charge": 0,
  "smiles": "NC(N)=O.NC(N)=O.O.O.O.O.O",
  "symbols": ["C", "O", "N", "N", "H", "H", "H", "H", "C", "O", "N", "N", "H", "H", "H", "H", "O", "H", "H", "O", "H", "H", "O", "H", "H", "O", "H", "H", "O", "H", "H"],
  "positions_angstrom": [[0.6664, -2.6201, -3.5241], [0.5883, -3.0937, -4.6471], [1.1718, -3.3447, -2.4696], [0.2792, -1.3455, -3.2275], [1.2199, -2.9513, -1.5498], [1.3308, -4.3221, -2.6176], [0.3667, -0.9566, -2.3035], [0.0434, -0.7368, -3.9873], [0.3431, 2.9453, 2.7502], [0.6776, 3.3314, 3.8534], [0.7020, 1.7102, 2.2446], [-0.4155, 3.6671, 1.8583], [0.4727, 1.4967, 1.2855], [1.3198, 1.1961, 2.8445], [-0.6769, 3.1220, 1.0538], [-0.7796, 4.5783, 2.0487], [0.3474, 0.3065, -0.4748], [-0.5452, 0.6843, -0.4922], [0.2297, -0.5449, -0.0229], [-2.1397, 1.9886, -0.0195], [-2.7894, 1.3842, 0.3556], [-2.6001, 2.8308, -0.0917], [-0.3455, -1.4405, 1.6105], [-0.1172, -2.1562, 2.2127], [-0.5109, -0.6796, 2.1828], [3.2509, 0.2550, 0.4314], [3.2503, 1.0707, 0.9410], [2.3251, 0.1112, 0.2060], [-2.5855, -1.9544, -0.4788], [-3.1958, -2.6207, -0.1513], [-1.8838, -1.9114, 0.1786]],
  "mulliken_charge": [0.584, -0.658, -0.330, -0.285, 0.143, 0.207, 0.222, 0.182, 0.501, -0.648, -0.266, -0.306, 0.210, 0.222, 0.220, 0.181, -0.697, 0.287, 0.338, -0.657, 0.294, 0.296, -0.622, 0.272, 0.308, -0.670, 0.318, 0.342, -0.623, 0.303, 0.334]
}


(5)
{
  "formula": "C35H31AuBGeIN9",
  "method": "ωB97M-V/def2-TZVPD",
  "s2": 2.018,
  "spin_multiplicity": 3,
  "e_tot_ha": -4379.34903,
  "total_charge": 3,
  "symbols": ["Au", "C", "C", "N", "N", "C", "B", "N", "C", "C", "C", "N", "N", "C", "C", "C", "N", "N", "C", "C", "C", "N", "H", "H", "H", "H", "H", "H", "H", "H", "H", "H", "H", "H", "I", "C", "C", "C", "C", "N", "C", "H", "H", "H", "H", "C", "C", "C", "C", "C", "C", "Ge", "C", "C", "C", "C", "C", "C", "C", "C", "C", "C", "C", "C", "H", "H", "H", "H", "H", "H", "H", "H", "H", "H", "H", "H", "H", "H", "H"],
  "positions_angstrom": [[-0.1058, -1.2070, 0.6299], [-0.9483, -5.4224, -0.2318], [-0.4659, -4.5161, 0.7144], [-1.0137, -3.3198, 0.5352], [-1.8481, -3.4200, -0.5348], [-1.8127, -4.6866, -1.0055], [-2.6107, -2.2029, -1.0808], [-1.7386, -1.4840, -2.1363], [-1.8305, -1.3136, -3.4777], [-0.7264, -0.6215, -3.9112], [0.0261, -0.4068, -2.7531], [-0.5798, -0.9362, -1.6975], [-2.9811, -1.2075, 0.0688], [-4.1803, -0.6759, 0.3859], [-4.0161, 0.2675, 1.3737], [-2.6502, 0.2697, 1.6325], [-2.0460, -0.6198, 0.8502], [-3.9677, -2.6577, -1.7256], [-4.7447, -2.0144, -2.5438], [-5.9444, -2.8157, -2.7394], [-5.7396, -3.9419, -1.9250], [-4.6024, -3.8470, -1.2754], [-0.7089, -6.4670, -0.3284], [0.2363, -4.6777, 1.5174], [-2.3795, -4.9924, -1.8689], [-2.6461, -1.7133, -4.0559], [-0.4924, -0.3232, -4.9184], [0.9783, 0.0882, -2.6417], [-5.0903, -1.0013, -0.0870], [-4.7784, 0.8580, 1.8504], [-2.0914, 0.8514, 2.3488], [-4.4931, -1.0495, -2.9611], [-6.8133, -2.5598, -3.3281], [-6.3946, -4.7832, -1.7571], [3.8142, -4.3074, -2.4321], [3.4260, -3.1234, -0.7777], [4.4060, -2.8254, 0.1609], [4.0774, -2.0290, 1.2480], [2.7918, -1.5479, 1.3730], [1.8514, -1.8328, 0.4573], [2.1553, -2.6089, -0.5974], [5.4107, -3.2109, 0.0479], [4.8147, -1.7854, 2.0001], [2.4906, -0.9364, 2.2134], [1.3593, -2.8143, -1.3003], [3.9731, 5.9464, 1.2698], [2.7751, 6.4353, 1.7763], [1.8457, 5.5600, 2.3139], [2.1345, 4.1866, 2.3592], [3.3505, 3.7028, 1.8584], [4.2587, 4.5848, 1.3028], [0.8893, 3.0444, 3.1737], [-0.9378, 3.4685, 3.1131], [-1.8092, 2.9251, 4.0696], [-3.1511, 3.2640, 4.0401], [-3.6254, 4.1231, 3.0530], [-2.7678, 4.6564, 2.0959], [-1.4208, 4.3357, 2.1215], [1.4627, 1.5179, 4.1465], [2.4791, 1.7208, 5.0847], [2.8667, 0.6815, 5.9204], [2.2528, -0.5576, 5.8157], [1.2495, -0.7697, 4.8757], [0.8481, 0.2631, 4.0423], [4.6977, 6.6352, 0.8562], [2.5656, 7.4960, 1.7528], [0.9156, 5.9475, 2.7112], [3.5881, 2.6464, 1.9099], [5.1963, 4.2185, 0.9071], [-1.4360, 2.2673, 4.8464], [-3.8248, 2.8750, 4.7920], [-4.6749, 4.3876, 3.0359], [-3.1489, 5.3303, 1.3404], [-0.7512, 4.7589, 1.3832], [2.9658, 2.6853, 5.1759], [3.6453, 0.8439, 6.6537], [2.5492, -1.3619, 6.4764], [0.7699, -1.7380, 4.8069], [0.0482, 0.0641, 3.3313]],
  "mulliken_charge": [0.676, -1.054, -0.393, -0.642, 0.665, 0.015, 0.294, 0.669, -0.100, -1.211, -0.500, -0.520, 1.299, 0.047, -1.257, 0.016, -0.798, 0.238, -0.006, -0.794, -0.212, -0.675, 0.485, 0.485, 0.526, 0.638, 0.459, 0.513, 0.456, 0.483, 0.267, 0.734, 0.465, 0.506, 0.200, -0.652, -0.105, -0.989, 0.294, -0.163, 0.104, 0.450, 0.492, 0.292, 0.360, -0.453, -0.745, -0.277, 0.723, -0.363, -0.644, -0.011, 0.609, -0.331, -0.658, -0.513, -0.733, -0.439, 0.740, -0.570, -0.781, -0.603, -0.647, -0.131, 0.417, 0.421, 0.444, 0.450, 0.424, 0.403, 0.458, 0.474, 0.456, 0.542, 0.469, 0.466, 0.451, 0.488, 0.402]
}


(6)
{
  "formula": "C26H54As3NPdSb",
  "method": "ωB97M-V/def2-TZVPD",
  "e_tot_ha": -8153.16782,
  "e_above_lowest_ev": 1.0497,
  "total_charge": -1,
  "symbols": ["Pd", "C", "As", "C", "C", "C", "C", "C", "As", "C", "C", "C", "As", "C", "C", "H", "H", "H", "H", "H", "H", "H", "H", "H", "H", "H", "H", "H", "H", "H", "H", "H", "H", "H", "H", "H", "H", "H", "H", "H", "H", "H", "C", "N", "C", "C", "C", "C", "C", "C", "C", "C", "H", "H", "H", "H", "H", "H", "H", "H", "H", "H", "H", "H", "C", "C", "Sb", "C", "C", "C", "C", "H", "H", "H", "H", "H", "H", "H", "H", "H", "H", "H", "H", "H", "H", "H"],
  "positions_angstrom": [[-0.0655, 1.1243, -0.5462], [0.6674, -0.3087, 3.9284], [0.2177, 0.2800, 1.9873], [2.1184, -0.0026, 1.5444], [-0.4477, -1.5023, 1.3841], [-1.9014, -1.9278, 1.6104], [-2.0275, -3.4133, 1.2321], [-2.8627, -1.1771, 0.6675], [-2.4581, 0.6413, -0.0127], [-4.2604, 0.7657, -0.8857], [-3.0027, 1.7401, 1.5216], [-2.3643, -1.6713, 3.0495], [-1.8264, -2.6797, 4.6922], [-3.2140, -4.0977, 4.5992], [-0.3263, -3.9059, 4.2838], [1.2074, -1.2531, 3.9533], [-0.2072, -0.3839, 4.5779], [1.3227, 0.4602, 4.3464], [2.4182, -1.0316, 1.7508], [2.7366, 0.6675, 2.1439], [2.2768, 0.2367, 0.4958], [0.2093, -2.2617, 1.8241], [-0.2888, -1.5009, 0.2971], [-1.7214, -3.5575, 0.1945], [-3.0606, -3.7492, 1.3332], [-1.3926, -4.0385, 1.8509], [-3.8652, -1.1505, 1.1130], [-2.9544, -1.7565, -0.2626], [-5.0285, 0.3898, -0.2084], [-4.3004, 0.1882, -1.8105], [-4.4973, 1.8033, -1.1205], [-3.8421, 1.2899, 2.0546], [-3.2956, 2.7269, 1.1581], [-2.1601, 1.8697, 2.2033], [-3.4588, -1.7644, 3.0803], [-2.1339, -0.6180, 3.2637], [-4.2100, -3.6574, 4.6393], [-3.1133, -4.7745, 5.4488], [-3.1277, -4.6796, 3.6844], [0.5537, -3.3566, 3.9683], [-0.5779, -4.6485, 3.5312], [-0.0818, -4.4348, 5.2065], [-0.6842, 2.1821, -3.8319], [-0.5074, 2.6742, -2.4833], [-1.7357, 3.2985, -2.0351], [0.5682, 3.6530, -2.4177], [1.0138, 3.9401, -0.9949], [1.5220, 5.2070, -0.7426], [1.9502, 5.5669, 0.5226], [1.8451, 4.6415, 1.5462], [1.3600, 3.3716, 1.2780], [0.9393, 2.9529, 0.0106], [-0.9318, 2.9933, -4.5467], [-1.4991, 1.4544, -3.8363], [0.2233, 1.6852, -4.1798], [-1.9797, 4.2009, -2.6307], [-1.6209, 3.5836, -0.9866], [-2.5568, 2.5824, -2.1276], [0.2438, 4.5981, -2.9008], [1.4207, 3.2783, -2.9966], [1.5839, 5.9312, -1.5514], [2.3440, 6.5606, 0.7106], [2.1549, 4.9094, 2.5525], [1.2900, 2.6698, 2.1203], [0.9621, -2.6502, -4.4395], [1.6424, -1.3466, -4.0980], [1.1508, -0.5447, -2.0870], [2.8064, 0.9336, -2.2567], [4.2251, 0.5931, -2.6771], [2.1114, -2.2976, -1.0937], [3.6209, -2.3957, -1.1681], [1.2596, -2.9963, -5.4315], [-0.1198, -2.5341, -4.4322], [1.2277, -3.4238, -3.7235], [1.3722, -0.5931, -4.8325], [2.7184, -1.4723, -4.1404], [2.7937, 1.4771, -1.3075], [2.3991, 1.6108, -3.0089], [4.7447, -0.0188, -1.9453], [4.7821, 1.5277, -2.7842], [4.2379, 0.0829, -3.6406], [1.6584, -3.1595, -1.5886], [1.8056, -2.3209, -0.0490], [3.9702, -2.2613, -2.1863], [3.9489, -3.3810, -0.8297], [4.0849, -1.6438, -0.5316]],
  "mulliken_charge": [-0.471, -1.376, 0.534, -1.116, -1.104, 3.184, -2.041, -2.093, 0.941, -1.523, -1.284, -1.952, 0.396, -1.196, -1.112, 0.235, 0.336, 0.479, 0.464, 0.539, -0.064, 0.611, -0.328, 0.451, 0.403, 0.243, 0.445, 0.412, 0.451, 0.387, 0.448, 0.406, 0.443, 0.279, 0.629, 0.383, 0.342, 0.413, 0.315, 0.229, 0.349, 0.441, -1.195, 1.158, -1.336, -1.751, 1.778, -0.718, -0.646, -0.945, -0.304, 0.334, 0.302, 0.206, 0.259, 0.312, 0.305, 0.298, 0.363, 0.522, 0.342, 0.328, 0.403, 0.202, -1.287, -0.581, -0.258, 0.104, -1.533, -0.359, -1.343, 0.392, 0.271, 0.273, 0.388, 0.327, 0.201, 0.016, 0.255, 0.446, 0.289, 0.631, 0.037, 0.295, 0.422, 0.262]
}


What is the formula in the third record?
C21H46NOP3SW